A cluster of 2 separate species, C22H41ClIN4O7S in total at a distorted geometry. Source: the Open Molecules 2025 dataset; level of theory: ωB97M-V/def2-TZVPD.

Cartesian coordinates (Å):
C: -1.323 3.934 0.302
S: -0.019 3.067 1.206
O: 1.071 4.032 1.373
O: -0.530 2.820 2.543
C: 0.783 1.593 0.442
N: 1.947 1.410 1.347
N: 1.444 1.822 -0.890
C: 0.671 2.503 -1.987
C: 1.412 2.565 -3.361
C: 0.441 3.312 -4.371
C: -0.458 2.214 -5.054
N: -1.886 2.671 -5.006
C: 2.100 0.487 -1.209
C: 3.657 0.618 -1.163
O: 4.110 1.441 -2.279
N: 5.355 1.986 -1.844
O: 5.226 3.125 -1.639
C: 1.448 -0.604 -0.276
C: 1.210 -1.883 -1.153
C: 2.644 -2.617 -1.292
C: 2.592 -4.182 -1.111
O: 3.149 -3.223 -0.090
C: 0.142 0.159 0.327
C: -0.959 -0.137 -0.790
C: -2.264 0.720 -0.740
C: -2.882 0.999 0.660
Cl: -4.091 -0.261 1.161
C: -0.248 -0.775 1.539
C: -0.009 -0.341 3.001
O: 1.022 -0.304 3.549
I: -1.717 0.148 4.274
H: -2.268 3.816 0.876
H: -1.087 5.023 0.354
H: -1.461 3.688 -0.764
H: 1.683 1.707 2.296
H: 2.696 2.062 1.110
H: 2.284 2.425 -0.882
H: 0.561 3.566 -1.667
H: -0.341 2.102 -2.172
H: 2.355 3.136 -3.215
H: 1.596 1.567 -3.809
H: 1.077 3.757 -5.167
H: -0.144 4.101 -3.858
H: -0.416 1.258 -4.472
H: -0.123 1.966 -6.085
H: -2.244 2.595 -5.959
H: -2.401 1.963 -4.479
H: 1.955 0.118 -2.244
H: 4.027 1.080 -0.224
H: 4.164 -0.362 -1.266
H: 2.155 -0.988 0.493
H: 0.544 -2.637 -0.685
H: 0.861 -1.699 -2.189
H: 3.369 -2.208 -2.051
H: 3.373 -4.614 -1.753
H: 1.654 -4.660 -0.803
H: -0.527 0.005 -1.810
H: -1.287 -1.195 -0.690
H: -3.038 0.139 -1.300
H: -2.213 1.693 -1.284
H: -2.161 1.142 1.488
H: -3.460 1.947 0.591
H: -1.321 -1.068 1.455
H: 0.297 -1.741 1.411
C: -2.672 -4.638 5.750
C: -2.734 -5.411 4.445
C: -3.070 -4.315 3.448
O: -2.488 -3.104 3.951
C: -2.065 -3.319 5.306
H: -2.091 -5.133 6.527
H: -3.684 -4.474 6.132
H: -1.751 -5.835 4.218
H: -3.462 -6.222 4.447
H: -4.151 -4.164 3.373
H: -2.677 -4.521 2.450
H: -0.970 -3.363 5.314
H: -2.382 -2.481 5.927

## Properties
- Highest occupied orbital energy: -11.2283 eV
- Spin multiplicity: 1
- E_tot: -75215.0532 eV
- Total charge: +1
- Orbital gap: 7.708 eV

Atomic partial charges in e from the Mulliken method, atoms 1 to 6:
1 C -1.176
2 S 1.831
3 O -0.785
4 O -0.610
5 C -0.107
6 N -0.514